1.
Below is a 3-piece molecular cluster, C4H15NO2 overall at a distorted geometry, with properties calculated with wB97M-V/def2-TZVPD.

SMILES string: CCNCC.O.O
ΔE to the lowest compared entry with this formula, charge and spin, eV: 2.930

Element x y z (Å)
C1 -0.44418 1.44066 -2.32617
C2 1.00385 0.89190 -2.02844
N1 0.95123 0.39718 -0.59381
C3 2.16437 0.00360 0.12642
C4 1.67936 -0.09219 1.54101
H1 -0.61152 2.12195 -3.25665
H2 -0.69569 2.24930 -1.68417
H3 -1.09099 0.59054 -2.47025
H4 1.39585 0.28288 -2.80732
H5 1.61975 1.89089 -1.94777
H6 0.55868 1.08655 -0.04473
H7 3.13748 0.78859 0.06015
H8 2.63245 -0.86876 -0.33027
H9 1.02480 0.75713 1.77906
H10 1.10254 -0.98026 1.81793
H11 2.40850 -0.03403 2.35273
O1 -4.28316 -1.27844 3.21580
H12 -3.68391 -2.07689 3.01408
H13 -4.35585 -0.60779 2.42045
O2 -1.26853 -1.94651 0.61581
H14 -1.02162 -2.31161 -0.22133
H15 -2.22341 -2.30471 0.76747

=====

2.
Below is a 3-piece molecular cluster, C4H15NO2S overall at a distorted geometry, with properties calculated with wB97M-V/def2-TZVPD.

SMILES string: CNCCCS.O.O
ΔE to the lowest compared entry with this formula, charge and spin, eV: 1.555

Element x y z (Å)
C1 -1.17670 -1.97913 -1.57635
N1 -1.53290 -1.67463 -0.20841
C2 -0.54189 -0.90098 0.57791
C3 -1.03595 0.53338 0.78522
C4 -0.76119 1.45210 -0.46899
S1 -0.10951 3.04558 0.10590
H1 -1.60842 -2.94326 -1.85557
H2 -0.11520 -2.18639 -1.71995
H3 -1.39789 -1.18899 -2.30001
H4 -2.47133 -1.31197 -0.14370
H5 0.33730 -0.93140 -0.06274
H6 -0.39478 -1.44153 1.51707
H7 -0.59242 1.03422 1.65095
H8 -2.10739 0.50933 0.98969
H9 -1.71934 1.56713 -0.96688
H10 -0.10557 0.84898 -1.08660
H11 0.58143 3.29781 -1.01000
O1 2.27762 2.02834 1.69671
H12 1.93474 2.07721 2.60216
H13 1.93492 1.16074 1.45380
O2 2.80188 -0.84434 -0.37744
H14 2.31803 -0.70616 0.44591
H15 3.48455 -1.44605 -0.04868

=====

3.
Below is a 4-piece molecular cluster, C4H15NO3 overall at a distorted geometry, with properties calculated with wB97M-V/def2-TZVPD.

ΔE to the lowest compared entry with this formula, charge and spin, eV: 9.012

Element x y z (Å)
C1 -0.56966 -1.75603 0.28344
N1 -1.08871 -1.93074 -1.04376
C2 -0.61758 2.30981 0.34735
O1 0.39931 2.38574 -0.62916
C3 0.96288 -1.61923 0.55313
C4 1.51814 -0.27588 0.15998
H1 -1.02744 -2.59973 0.80919
H2 -1.05198 -0.84784 0.64610
H3 -1.05053 -1.18913 -1.74337
H4 -0.70384 3.32021 0.75256
H5 -0.33492 1.62493 1.18683
H6 -1.55224 1.95701 -0.08744
H7 0.94080 -1.61738 1.65643
H8 1.52398 -2.47387 0.17244
H9 2.58322 -0.21382 0.38066
H10 0.85720 0.40145 0.68305
H11 1.41844 -0.02719 -0.91286
H12 0.33276 0.58542 -2.81356
H13 0.16948 1.64840 -1.30390
O2 -0.13371 0.40188 -1.98449
H14 -0.46532 0.42218 3.28756
H15 -0.91186 -2.85290 -1.42512
O3 -0.35604 0.16794 2.35416

=====

4.
Below is a 4-piece molecular cluster, C4H15NO3 overall at a distorted geometry, with properties calculated with wB97M-V/def2-TZVPD.

SMILES string: C1CCNC1.O.O.O
ΔE to the lowest compared entry with this formula, charge and spin, eV: 1.909

Element x y z (Å)
C1 0.18757 -0.65231 0.07349
C2 0.09740 0.23338 1.35693
C3 -1.24820 0.99278 1.11463
N1 -1.34943 1.32068 -0.30992
C4 -0.45858 0.37053 -1.01585
H1 1.19168 -0.91153 -0.13397
H2 -0.28913 -1.66679 -0.02474
H3 0.00974 -0.25474 2.29598
H4 0.86568 0.93814 1.55974
H5 -1.43586 1.87364 1.69393
H6 -2.07585 0.34074 1.43957
H7 -2.23899 1.40567 -0.75156
H8 -0.97584 -0.25726 -1.80706
H9 0.40566 0.82185 -1.49842
O1 2.72354 0.78383 0.68278
H10 3.25597 1.22533 1.35550
H11 2.25555 1.57659 0.27000
O2 2.66784 -1.03021 -1.93682
H12 3.05157 -0.55962 -1.15169
H13 2.90006 -1.95555 -1.76175
O3 -2.99025 -1.16454 -0.68671
H14 -3.94207 -1.50749 -0.68005
H15 -2.60806 -1.92313 -0.08400

=====

5.
Below is a 3-piece molecular cluster, C4H15NO3 overall at a distorted geometry, with properties calculated with wB97M-V/def2-TZVPD.

SMILES string: CC[C@H](N)CO.O.O
ΔE to the lowest compared entry with this formula, charge and spin, eV: 1.732

Element x y z (Å)
C1 0.02633 -2.43104 -1.80583
C2 0.65548 -1.70538 -0.61591
C3 -0.31182 -0.68396 -0.10847
N1 0.47755 0.14454 0.87516
C4 -1.66185 -1.30793 0.41193
O1 -2.63750 -0.35982 0.26376
H1 -0.90818 -1.91566 -2.05787
H2 -0.25639 -3.45489 -1.39397
H3 0.55887 -2.56069 -2.72614
H4 1.57110 -1.27405 -0.92057
H5 0.79607 -2.42736 0.15881
H6 -0.55503 -0.02188 -1.00293
H7 0.94292 0.89576 0.35339
H8 1.17189 -0.52969 1.08889
H9 -1.59605 -1.53255 1.53970
H10 -2.11891 -2.16314 -0.06445
H11 -2.50290 0.52873 0.65587
O2 3.28310 2.48514 -1.73980
H12 3.68440 3.03918 -1.11839
H13 2.27825 2.80282 -1.75639
O3 -0.36670 2.84125 2.51101
H14 -0.68407 2.68062 3.38028
H15 -0.20478 1.95830 2.16753

=====

6.
Below is a 3-piece molecular cluster, C4H15NO3 overall at a distorted geometry, with properties calculated with wB97M-V/def2-TZVPD.

Charge: +1
2S+1: 2
ΔE to the lowest compared entry with this formula, charge and spin, eV: 3.547

Element x y z (Å)
C1 -1.72260 -1.92779 -0.85943
C2 -0.85903 -1.44795 0.41027
C3 0.62047 -1.26463 -0.07853
C4 1.69887 -1.05215 1.13423
O1 2.20772 0.27816 0.95738
N1 -1.46912 -0.14126 0.88055
H1 -1.86831 -1.21151 -1.67856
H2 -2.84661 -2.08549 -0.65750
H3 -1.26072 -2.85470 -1.11240
H4 -0.82662 -1.92607 1.59152
H5 0.85172 -2.39529 -0.51839
H6 0.77605 -0.54409 -0.92259
H7 1.47662 -1.11433 2.16709
H8 2.50720 -1.71372 0.96837
H9 3.14249 0.32441 0.58296
H10 -1.78499 0.72586 0.26480
H11 -1.13379 0.24443 1.71319
H12 0.56186 1.55139 0.36579
H13 1.18268 1.72112 -1.04072
O2 0.77329 2.18276 -0.32613
H14 -1.11940 1.66692 -2.15705
H15 -0.57253 2.65532 -1.08342
O3 -1.38452 2.55155 -1.66703

=====

7.
Below is a 4-piece molecular cluster, C4H15NO4 overall at a distorted geometry, with properties calculated with wB97M-V/def2-TZVPD.

SMILES string: CC(=O)N(C)C.O.O.O
ΔE to the lowest compared entry with this formula, charge and spin, eV: 3.418

Element x y z (Å)
C1 -0.02744 -1.80840 -1.15639
C2 -0.08194 -1.31859 0.20311
O1 0.75958 -1.65621 1.06240
N1 -0.91665 -0.34294 0.65387
C3 -0.84584 0.16688 2.00696
C4 -1.87046 0.36860 -0.26797
H1 0.55288 -2.64805 -1.28047
H2 -1.04399 -1.75830 -1.60347
H3 0.50947 -1.03216 -1.87485
H4 -1.45680 1.11405 2.01513
H5 0.30514 0.38142 2.31677
H6 -1.28631 -0.64854 2.64049
H7 -2.06312 1.44356 0.16022
H8 -1.25823 0.48893 -1.21334
H9 -2.86021 -0.04971 -0.35367
O2 -1.04143 2.43716 -2.03160
H10 -1.58102 2.97343 -1.39349
H11 -0.18867 2.65936 -1.70981
O3 2.63807 -0.03017 1.75864
H12 2.10841 -0.77963 2.04116
H13 2.78361 0.49726 2.42681
O4 2.32262 0.03837 -1.62391
H14 1.98085 0.27972 -0.83526
H15 2.56147 -0.77606 -1.94131

=====

8.
Below is C4H16BClCoN4O12 as an isolated structure at a distorted geometry, with properties calculated with wB97M-V/def2-TZVPD.

2S+1: 4
ΔE to the lowest compared entry with this formula, charge and spin, eV: 6.011

Element x y z (Å)
Co1 -3.19516 -1.94926 -1.61105
Cl1 -0.18576 -0.44499 -0.28090
O1 -0.42394 0.00488 1.04963
O2 -0.42651 0.48166 -1.29011
O3 1.12589 -0.94562 -0.47096
O4 -1.13171 -1.47885 -0.57429
B1 -4.22068 -0.37496 -0.39922
H1 -3.93375 -1.34562 -0.02542
H2 -5.24632 -0.32969 -0.73128
H3 -4.10133 0.36746 0.37460
H4 -3.53814 -0.14845 -1.20363
C1 0.86355 -0.40748 -4.14458
N1 1.01015 1.10289 -4.38515
O5 2.14270 1.46848 -4.88534
O6 0.10328 1.90956 -4.25253
H5 1.19317 -0.64022 -3.13202
H6 1.35998 -0.92423 -4.96594
H7 -0.21134 -0.58406 -4.10551
C2 1.15707 -3.99472 0.74355
N2 0.83541 -5.21607 1.57529
O7 1.39203 -5.26279 2.67637
O8 0.18908 -6.12504 1.03882
H8 1.91954 -3.41893 1.26816
H9 0.19930 -3.50826 0.55877
H10 1.67551 -4.44653 -0.10214
C3 -0.27887 2.58645 4.11402
N3 0.36210 1.65080 5.07907
O9 -0.29169 0.64477 5.39934
O10 1.51351 1.92475 5.50607
H11 -1.29767 2.70857 4.48175
H12 -0.36191 2.14106 3.12264
H13 0.32235 3.49437 4.16214
C4 1.73503 3.08038 0.04551
N4 1.50302 2.89911 -1.48312
O11 2.37703 2.59138 -2.21648
O12 0.42853 3.25131 -1.90984
H14 2.07863 4.09092 0.26653
H15 2.54622 2.36199 0.16377
H16 0.81158 2.78504 0.54363

=====

9.
Below is C4H16ClCrN2O4 as an isolated structure at a distorted geometry, with properties calculated with wB97M-V/def2-TZVPD.

2S+1: 6

Element x y z (Å)
Cr1 31.98536 -10.02263 18.38355
Cl1 32.71395 -8.61090 20.32939
C1 36.30625 -9.29514 21.16865
O1 35.58541 -8.59988 22.15655
H1 35.98565 -10.33677 21.15101
H2 36.08689 -8.71244 20.27396
H3 37.37029 -9.22834 21.39542
H4 34.67979 -8.74192 21.87147
C2 34.50400 -5.53820 18.86916
O2 34.96655 -6.78574 18.55858
H5 34.88737 -4.86855 18.09929
H6 33.41717 -5.48521 18.93312
H7 35.14357 -5.42959 19.74509
H8 34.46814 -7.37688 19.12757
C3 32.73203 -11.35422 23.33535
O3 33.39396 -11.84194 22.16751
H9 33.25678 -11.92562 24.10101
H10 32.96177 -10.30864 23.54052
H11 31.64995 -11.45148 23.42333
H12 33.26011 -11.16850 21.49656
C4 30.89856 -5.23410 21.88541
O4 30.25335 -4.29360 22.27517
N1 30.43751 -6.36611 21.55204
N2 32.16444 -5.15228 21.79296
H13 29.43948 -6.29596 21.41375
H14 30.90071 -7.15742 21.12852
H15 32.49225 -4.28518 22.19390
H16 32.79414 -5.92725 21.64127

=====

10.
Below is a 5-piece molecular cluster, C4H16FN8O4 overall at a distorted geometry, with properties calculated with wB97M-V/def2-TZVPD.

Charge: -1
ΔE to the lowest compared entry with this formula, charge and spin, eV: 3.620

Element x y z (Å)
F1 -1.86768 -23.89740 -11.29527
C1 0.80471 -25.79634 -10.23055
O1 0.07878 -25.73035 -9.24736
N1 0.53671 -25.12033 -11.22682
N2 1.86087 -26.53416 -10.36509
H1 1.18822 -25.19151 -11.99530
H2 -0.35554 -24.64797 -11.25636
H3 2.26684 -27.00096 -9.56673
H4 2.39313 -26.58333 -11.22205
C2 -0.22915 -21.91621 -13.99415
O2 0.37798 -21.00301 -14.50744
N3 -1.26907 -21.86793 -13.27595
N4 0.18773 -23.11462 -14.21367
H5 -1.54452 -22.70943 -12.79005
H6 -1.71910 -20.97628 -13.12580
H7 -0.34839 -23.80279 -13.70465
H8 0.77848 -23.22732 -15.02510
C3 -3.39668 -25.55837 -14.42685
O3 -3.77073 -26.36222 -15.30289
N5 -3.35848 -25.67991 -13.14714
N6 -2.86863 -24.42987 -14.68067
H9 -2.88745 -25.16037 -12.42030
H10 -3.95920 -26.43150 -12.83996
H11 -2.39354 -24.00349 -13.89800
H12 -2.65641 -24.08835 -15.60718
C4 -5.20900 -23.23849 -10.52544
O4 -4.76987 -23.63129 -9.45462
N7 -6.43945 -23.04706 -10.80228
N8 -4.46240 -22.98779 -11.56991
H13 -7.26650 -23.18444 -10.23906
H14 -6.51854 -22.61110 -11.70991
H15 -4.92979 -22.60043 -12.37713
H16 -3.47111 -23.15411 -11.47104

=====

We obtain total energy values of -9974.15573; -20810.31976; -12015.20619; -12022.30886; -12022.48600; -12012.28681; -14069.29216; -85737.48996; -56519.04493; -27239.54337 eV for the records listed above, in that order.